Entry from the Open Molecules 2025 dataset: a cluster of 2 separate species, C4H12 in total in a non-equilibrium geometry (the ωB97M-V functional and the def2-TZVPD basis).

The geometry in ORCA input format:
```
! RIJCOSX wB97M-V def2-TZVPD def2/J DEFGRID3
* xyz 0 1
C 1.462 1.787 0.358
C 0.535 1.610 1.548
H 2.241 2.461 0.560
H 1.947 0.800 0.110
H 0.933 2.131 -0.475
H -0.208 0.906 1.251
H -0.059 2.568 1.705
H 1.003 1.272 2.424
C -0.910 -1.031 -0.546
C -1.059 -2.366 -1.323
H -0.256 -1.248 0.361
H -0.385 -0.303 -1.140
H -1.904 -0.629 -0.269
H -1.646 -2.198 -2.259
H -1.656 -3.037 -0.717
H -0.039 -2.724 -1.590
*
```

Properties
SMILES string: CC.CC
Frontier orbital gap, eV: 12.69
Energy relative to the best compared isomer or geometry (same formula, charge and spin), kcal/mol: 8.09



Entry from the Open Molecules 2025 dataset: an isolated molecule of C5H10N2 (the ωB97M-V functional and the def2-TZVPD basis).

The geometry in ORCA input format:
```
! RIJCOSX wB97M-V def2-TZVPD def2/J DEFGRID3
* xyz 0 1
C 0.691 -0.840 -1.146
C 1.634 0.267 0.851
N 0.478 0.102 -0.036
C -0.417 1.279 -0.201
C -0.913 0.067 0.865
C -1.918 -0.811 0.597
N -0.633 1.693 -1.377
H -1.420 2.341 -1.384
H -0.692 0.322 1.892
H 0.927 -1.827 -0.746
H -0.211 -0.895 -1.747
H 1.506 -0.471 -1.765
H 1.814 -0.663 1.393
H 2.507 0.529 0.254
H 1.434 1.076 1.553
H -2.568 -1.110 1.406
H -2.221 -1.059 -0.409
*
```

Properties
Frontier orbital gap, eV: 7.52
Energy relative to the best compared isomer or geometry (same formula, charge and spin), kcal/mol: 108.32



Entry from the Open Molecules 2025 dataset: a cluster of 2 separate species, C4H12NOS in total in a non-equilibrium geometry (the ωB97M-V functional and the def2-TZVPD basis).

The geometry in ORCA input format:
```
! RIJCOSX wB97M-V def2-TZVPD def2/J DEFGRID3
* xyz -1 1
C -0.263 1.201 2.179
N -1.280 0.360 1.602
C -0.942 -0.221 0.314
C 0.480 -0.831 0.153
S 1.667 0.075 -0.890
C -1.985 -1.236 -0.129
H -0.651 1.788 3.014
H 0.072 1.930 1.443
H 0.651 0.688 2.467
H -1.617 -0.351 2.252
H -0.887 0.581 -0.430
H 0.503 -1.855 -0.218
H 0.928 -0.912 1.154
H -3.012 -0.900 -0.070
H -1.742 -1.510 -1.153
H -1.906 -2.152 0.451
H 3.119 1.490 -3.372
H 3.496 0.455 -4.472
O 3.369 1.398 -4.297
*
```

Properties
Frontier orbital gap, eV: 6.35
Energy relative to the best compared isomer or geometry (same formula, charge and spin), kcal/mol: 16.58



| no. | total energy (eV) |
| --- | --- |
| 1 | -4342.17745 |
| 2 | -8322.63617 |
| 3 | -18716.03570 |